Entry 1:
Density functional theory data (ωB97M-V with the def2-TZVPD basis set) for a structure of composition C21H39CrF3N4O7S.

Each line ends with the Löwdin charge.
Cartesian coordinates (Å):
Cr1 -0.87848 1.03931 0.90975  0.940
S1 -0.85525 3.41181 1.82732  0.594
F1 1.24776 4.31674 3.20439  0.174
F2 1.55323 4.04650 1.08635  0.134
F3 0.45896 5.75873 1.80572  0.175
O1 -0.51916 2.21600 2.60539  -0.294
O2 -4.29767 0.65100 2.72911  0.145
O3 3.11850 1.45367 1.06025  0.133
O4 -1.97822 4.16708 2.21737  -0.171
O5 -0.76414 3.02815 0.40739  -0.332
O6 1.05238 0.70221 0.83531  -0.190
O7 -2.70113 1.30462 1.31464  -0.127
N1 1.52905 -1.59085 -0.15947  0.091
N2 1.18530 0.81923 -1.81124  -0.121
N3 -1.20937 -0.93436 1.80793  -0.154
N4 -1.53120 -0.03052 -0.83576  -0.038
C1 1.98253 -0.32213 -2.24945  -0.150
C2 1.99132 1.77096 -1.05082  -0.062
C3 -2.03665 0.68935 -2.04200  -0.510
C4 -1.92657 -1.78955 0.83730  -0.116
C5 2.11603 1.33134 0.40414  -0.584
C6 -2.51475 -0.99225 -0.32257  -0.152
C7 -3.19088 0.59102 2.25713  -0.588
C8 -1.03564 1.78928 -2.43283  -0.085
C9 -2.18127 -0.44828 2.80982  -0.076
C10 -0.17751 -1.72023 2.58914  -0.273
C11 0.66393 -0.78580 3.46269  -0.019
C12 2.31939 -3.85220 0.31375  -0.012
C13 1.92005 -2.51642 0.95215  -0.484
C14 0.69397 -2.78512 1.86006  -0.077
C15 0.41843 1.51006 -2.87309  -0.313
C16 2.58195 -1.13141 -1.09482  -0.091
C17 3.09663 -1.91608 1.70725  -0.003
C18 0.68752 4.47202 2.01535  -0.629
C19 0.54777 0.91693 -4.27636  -0.043
C20 -3.34855 1.40235 -1.71302  -0.005
C21 -2.27178 -0.31569 -3.18050  -0.014
H1 0.20259 -0.10495 -4.36833  0.059
H2 -1.65100 0.09759 3.58691  0.124
H3 -1.45269 -1.02378 -3.28639  0.080
H4 1.48355 2.73399 -1.01424  0.128
H5 -0.77182 -2.35016 3.27042  0.154
H6 0.04165 -3.47043 1.31934  0.106
H7 -3.38924 -0.43192 0.00438  0.120
H8 3.10355 -1.99044 -1.51596  0.136
H9 2.92211 -0.87205 1.94420  0.075
H10 1.52470 -4.25293 -0.31494  0.096
H11 -2.83548 -1.69394 -1.10078  0.135
H12 0.96879 0.11305 2.93560  0.067
H13 -2.73515 -2.34690 1.32920  0.154
H14 3.30222 -0.52261 -0.55170  0.128
H15 3.26369 -2.45924 2.63211  0.106
H16 -1.48656 2.33768 -3.25964  0.133
H17 -0.98830 2.46618 -1.58117  0.094
H18 -1.23532 -2.51550 0.41123  0.104
H19 1.08691 -3.38805 2.68139  0.141
H20 -2.73619 -1.27524 3.26437  0.149
H21 -3.19192 -0.87637 -3.03775  0.084
H22 2.53539 -4.58969 1.08000  0.106
H23 2.98941 1.92995 -1.47992  0.154
H24 1.35298 -0.97899 -2.85362  0.120
H25 -3.27164 1.91732 -0.76070  0.084
H26 0.84355 2.51808 -2.97026  0.145
H27 1.17701 -0.67566 0.29760  0.094
H28 4.01084 -1.99192 1.12597  0.099
H29 -4.18644 0.71377 -1.67937  0.095
H30 0.79690 -2.04475 -0.70709  0.162
H31 3.21729 -3.75216 -0.29074  0.086
H32 -0.72283 -0.53900 -1.19777  0.107
H33 -3.56772 2.13428 -2.48220  0.104
H34 -2.37695 0.21747 -4.11937  0.101
H35 0.10652 -0.47465 4.33961  0.091
H36 1.54725 -1.30159 3.82039  0.088
H37 2.82946 -0.00899 -2.88010  0.140
H38 1.58110 0.96930 -4.60817  0.087
H39 -0.03465 1.52579 -4.96028  0.094

Properties
Kohn-Sham gap (spin up / spin down): 7.905 / 8.509 eV
2S+1: 2
E_HOMO (spin up / spin down): -12.4 / -12.4 eV
Net charge: +1

Entry 2:
Density functional theory data (ωB97M-V with the def2-TZVPD basis set) for a structure of composition C21H39CrF3NO15.

Each line ends with the Löwdin charge.
Cartesian coordinates (Å):
Cr1 -2.04211 0.90832 -1.17879  1.074
F1 4.93080 -3.49370 -1.71375  0.162
F2 3.06882 -3.79100 -0.51518  0.172
F3 3.30275 -1.94432 -1.68621  0.130
O1 -5.73402 -0.92000 -0.40266  0.037
O2 1.27767 3.56876 2.69972  -0.003
O3 -1.70716 -0.31928 -3.24119  0.041
O4 -4.57613 -2.51842 -1.09953  0.051
O5 5.56559 -1.34555 0.20536  0.105
O6 -3.93228 -0.37339 -1.61752  0.045
O7 1.26570 2.13235 -3.60739  0.059
O8 3.24953 4.45535 3.01007  -0.017
O9 -1.41244 -0.63309 0.12726  -0.318
O10 1.40386 5.75584 3.08837  0.121
O11 -1.32364 -1.00103 -5.27758  0.037
O12 4.09948 -2.55774 1.47622  -0.022
O13 -0.22633 -2.00465 -3.77895  0.060
O14 -0.10133 1.47889 -1.94449  0.055
O15 1.85896 2.51768 -1.65212  0.068
N1 -3.71269 -0.48668 5.35492  0.124
C1 5.64939 -2.78594 3.20675  -0.076
C2 4.52144 -1.96596 2.69300  -0.237
C3 -1.12628 -2.08812 2.04389  -0.042
C4 -0.08149 3.48220 2.80201  -0.056
C5 0.33841 1.75928 -4.61915  -0.011
C6 0.75825 -0.61076 1.27188  -0.041
C7 3.95477 -2.91425 -0.97030  -0.488
C8 0.04977 -2.27010 -2.46082  -0.072
C9 0.92854 1.92191 -2.33649  -0.589
C10 -4.69578 -1.18638 -1.11643  -0.560
C11 -2.44879 -0.20936 -5.87382  0.060
C12 -6.43117 0.30147 -0.46602  -0.011
C13 1.67796 2.82062 -0.25352  0.010
C14 4.21314 5.45720 3.22458  -0.043
C15 -0.48023 -1.35880 0.90703  -0.597
C16 -1.10415 -1.02113 -4.02519  -0.644
C17 1.91039 4.65001 2.97564  -0.603
C18 -3.36127 -3.14964 -1.27341  -0.042
C19 -3.91451 -0.40395 4.19605  -0.250
C20 4.66592 -2.22278 0.26931  -0.267
C21 -4.22424 -0.29705 2.72565  -0.067
H1 0.49717 2.30788 -5.54756  0.115
H2 4.80619 -0.94378 2.44369  0.125
H3 0.76961 -3.08760 -2.42064  0.104
H4 -3.59296 -0.85596 2.03486  0.048
H5 -0.38822 -2.79302 2.42664  0.097
H6 3.85153 -1.97600 3.55278  0.130
H7 3.86944 6.31843 2.65166  0.097
H8 5.23002 5.32980 2.85334  0.094
H9 -3.29136 -0.76576 -5.46322  0.100
H10 -0.72095 1.69186 -4.37154  0.080
H11 6.52745 -2.82459 2.56208  0.080
H12 -7.43166 0.00079 -0.15503  0.114
H13 -2.53651 -0.27029 -6.95857  0.106
H14 5.34321 -3.83188 3.22610  0.094
H15 -1.95717 -2.66989 1.64482  0.069
H16 4.28373 5.57874 4.30548  0.104
H17 -0.33832 2.42398 2.75399  0.096
H18 -1.49594 -1.35177 2.75750  0.073
H19 -2.50548 0.79853 -5.46265  0.086
H20 0.60875 0.09308 2.09064  0.081
H21 -2.72079 -3.12061 -0.39192  0.086
H22 -6.03037 0.92732 0.33133  0.090
H23 -2.85416 -2.82972 -2.18368  0.093
H24 -0.08351 -2.15901 0.28223  0.106
H25 -3.50314 -4.22741 -1.35346  0.111
H26 -6.37027 0.90159 -1.37390  0.108
H27 0.72840 3.28418 0.01393  0.094
H28 1.47861 -1.35114 1.61975  0.080
H29 6.06415 -2.25750 4.06513  0.093
H30 -0.48111 4.04307 3.64690  0.115
H31 -4.25073 0.78431 2.59128  0.074
H32 -0.72435 -2.57053 -1.75471  0.078
H33 -0.47249 3.97138 1.90987  0.091
H34 2.46911 3.51666 0.02526  0.107
H35 0.66454 0.75692 -4.89665  0.105
H36 0.65354 -1.48111 -2.01242  0.092
H37 1.94439 1.97762 0.38403  0.092
H38 1.17492 -0.09874 0.40452  0.063
H39 -5.27045 -0.57640 2.60108  0.076

Properties
Kohn-Sham gap (spin up / spin down): 7.305 / 7.801 eV
2S+1: 5
E_HOMO (spin up / spin down): -11.7 / -11.8 eV
Net charge: +1

Entry 3:
Density functional theory data (ωB97M-V with the def2-TZVPD basis set) for a structure of composition C21H39N4OPPd.

Each line ends with the Löwdin charge.
Cartesian coordinates (Å):
Pd1 -0.33034 -0.71620 1.05829  0.782
P1 -1.07979 1.55249 0.56058  1.109
O1 1.03473 -1.16840 4.42732  0.139
N1 1.49599 -0.89459 2.08776  -0.051
N2 0.24344 -2.60249 0.14939  -0.019
N3 2.46499 -4.43856 0.28016  0.031
N4 3.37932 -1.83039 0.07664  0.208
C1 0.37775 2.68934 0.76818  -0.662
C2 1.45482 2.26152 -0.28398  -0.076
C3 0.97175 -4.12317 -1.69944  -0.102
C4 -1.82955 1.68624 -1.07364  -0.361
C5 -2.39796 1.61926 1.86702  -0.667
C6 3.35792 -3.51004 -1.83065  -0.099
C7 -1.80714 0.55338 -1.89823  -0.093
C8 -2.49436 2.85198 -1.50918  -0.071
C9 -3.14828 1.71031 -3.51850  -0.057
C10 -3.15862 2.86115 -2.73724  -0.029
C11 -2.48579 0.58529 -3.12598  -0.060
C12 1.22034 -0.99665 3.27129  -0.502
C13 0.95636 2.63445 2.18119  -0.070
C14 -2.92529 3.03576 2.10843  -0.061
C15 -1.81896 1.03544 3.20264  -0.070
C16 2.36093 -4.49230 -1.23028  -0.323
C17 0.56395 -2.70780 -1.29057  -0.348
C18 -3.52796 0.68605 1.35519  -0.075
C19 -0.06347 4.11695 0.39667  -0.070
C20 1.61220 -1.69921 -1.69871  -0.110
C21 3.07025 -2.07708 -1.41133  -0.233
H1 4.39909 -3.75053 -1.63953  0.132
H2 0.21095 -4.85038 -1.39085  0.136
H3 -2.63304 0.92813 3.93790  0.112
H4 1.04885 -2.95644 0.65964  0.044
H5 -3.15678 -0.31405 1.19463  0.057
H6 2.67567 -1.25760 0.55294  0.060
H7 0.76938 4.81054 0.51172  0.106
H8 1.91772 3.13528 2.15758  0.101
H9 -0.51164 -3.23208 0.38972  0.108
H10 1.11203 1.59589 2.51334  0.053
H11 1.54778 -1.55174 -2.77620  0.144
H12 -1.05668 1.66352 3.62958  0.065
H13 3.38698 -2.73225 0.58307  0.118
H14 4.30366 -1.38688 0.20886  0.182
H15 -3.67445 3.00999 2.87450  0.093
H16 1.04274 2.17898 -1.29123  0.082
H17 -0.86230 4.47919 1.04195  0.073
H18 -3.41158 3.46039 1.20750  0.095
H19 -2.44736 -0.26189 -3.78804  0.112
H20 -3.95473 1.03316 0.40713  0.088
H21 2.21177 3.02699 -0.23730  0.090
H22 -4.29730 0.69664 2.12928  0.104
H23 -3.67779 3.75052 -3.08123  0.124
H24 0.30201 3.14635 2.87109  0.079
H25 2.58981 -5.52020 -1.57304  0.159
H26 0.97019 -4.14035 -2.79299  0.140
H27 -3.63444 1.72579 -4.49006  0.126
H28 3.27543 -3.49356 -2.92360  0.145
H29 1.71867 -4.95893 0.72032  0.098
H30 -2.50451 3.75263 -0.90208  0.100
H31 3.74270 -1.38867 -1.93896  0.160
H32 -0.37126 4.15291 -0.64284  0.074
H33 3.33198 -4.90818 0.56457  0.115
H34 -2.14753 3.70980 2.45755  0.073
H35 -0.38830 -2.45790 -1.79188  0.143
H36 -1.37213 0.02235 3.06465  0.047
H37 -1.25214 -0.32280 -1.59149  0.055
H38 1.38957 -0.70989 -1.30128  0.090
H39 1.90983 1.29255 -0.00791  0.055

Properties
Kohn-Sham gap (spin up / spin down): 9.581 / 6.656 eV
2S+1: 3
E_HOMO (spin up / spin down): -14.7 / -15.0 eV
Net charge: +2